Record 1
10
Properties=species:S:1:pos:R:3 method="wB97M-V/def2-TZVPD" energy_ha=-3201.54946 multiplicity=1 homo_energy_ev=-8.08 orbital_gap_ha=0.298 e_lumo_ev=0.018 smiles="BrC1=CC=COS1"
H -0.272 0.258 -2.084
C -1.241 -0.494 -0.496
H 1.888 0.745 -0.695
H 1.999 0.386 1.512
C -0.254 0.112 -1.078
Br -2.901 -1.173 -1.276
S -1.458 -0.395 1.477
C 0.913 0.548 -0.325
O 0.229 -0.221 1.931
C 1.096 0.234 1.034


Record 2
116
Properties=species:S:1:pos:R:3 method="wB97M-V/def2-TZVPD" energy_ha=-22645.95127 multiplicity=1 homo_energy_ev=-9.44 orbital_gap_ha=0.341 e_lumo_ev=-0.174 smiles="CN(C)C=O.CN(C)C=O.CN(C)C=O.CN(C)C=O.CN(C)C=O.CN(C)C=O.CN(C)C=O.BrCCBr.BrCCBr.BrCCBr.BrCCBr"
O -2.610 6.067 -3.056
H 2.423 0.195 0.626
C 5.264 1.146 -6.130
H -1.094 6.479 2.308
H 1.029 -5.664 0.449
H 1.815 0.975 3.222
C 6.234 1.481 -0.734
H -1.416 -6.849 2.619
H 4.628 -0.950 -4.870
C 2.840 1.510 -6.302
Br -7.746 -3.766 2.800
H -7.375 -1.728 1.425
C -1.505 -5.050 -0.294
H 6.045 -5.851 1.947
H -1.530 -3.989 -0.047
H 6.816 3.053 1.711
H -4.232 -1.647 -2.619
C -6.861 -2.688 1.480
H -1.491 2.816 -3.766
H 5.551 2.240 2.479
H 5.981 -0.108 2.056
H -3.287 2.539 -5.508
Br -4.670 -3.541 -4.316
H -1.537 4.011 -2.404
Br -5.108 -1.606 3.703
C 5.952 2.428 1.483
C -5.695 2.900 1.141
H -7.026 -3.220 0.543
H 5.532 -3.074 -0.468
C 7.883 -5.023 0.313
H -4.896 -1.764 1.070
C -3.983 -1.778 -3.673
O -1.148 -0.053 0.658
H -1.960 -2.649 -3.816
N 3.960 0.667 -5.810
N 6.546 -4.889 0.156
N -1.096 -5.828 0.850
H -4.460 3.813 -5.441
H -4.824 -3.323 1.835
C -0.845 0.447 8.512
H -3.970 5.670 -4.542
H 2.927 2.481 -5.814
H 0.331 -4.468 1.595
H -8.180 3.281 -1.156
C -1.924 -6.487 1.711
C -0.537 -0.034 1.700
H -4.853 3.581 1.260
N 6.266 1.356 0.627
H 0.484 0.019 3.969
H -4.451 2.529 -4.201
C 0.293 -5.497 1.236
N -3.003 4.053 -3.888
N 0.759 -0.202 1.873
H -2.486 -5.248 -0.727
H 5.947 2.506 -1.016
H 8.506 -4.463 -0.401
C 3.687 -0.484 -5.202
H 2.008 -0.756 3.537
Br -2.395 -1.604 -6.012
H 5.125 -4.531 -1.264
Br 1.006 1.084 8.474
O -3.132 -6.530 1.433
C -7.255 4.805 0.646
H -8.091 5.187 0.061
C 5.971 -4.011 -0.813
H 7.761 0.433 1.801
H -0.824 -0.166 10.544
H 2.199 -1.557 0.982
H 4.908 -4.571 1.407
H -1.349 6.110 0.749
H 5.442 2.099 -5.631
C -2.458 -1.692 -3.974
C -0.502 6.261 1.419
Br -2.982 -1.056 9.640
H -2.619 2.589 -2.450
H -0.980 0.242 2.669
H -7.586 4.915 1.679
H 1.247 -0.730 -0.156
H 5.145 3.028 1.064
H 5.470 1.322 -7.185
H 6.737 -3.779 -1.552
O -6.878 1.707 -1.071
H 1.112 5.006 0.528
H -4.436 -0.908 -4.147
C -3.829 3.182 -4.815
H 4.913 -6.104 0.655
H 0.618 -6.081 2.096
Br 0.358 7.906 0.874
H 6.051 0.442 -5.861
C -7.316 2.794 -0.677
C -5.377 -2.383 1.827
C 5.586 -5.363 1.087
O 8.331 -5.629 1.246
H 0.010 4.196 1.640
C -1.069 -0.567 9.561
C 1.704 -0.599 0.825
H 2.801 1.625 -7.385
H -2.027 -0.863 -3.412
H -6.119 2.928 2.145
O 2.604 -0.895 -4.875
H -1.109 0.145 7.499
N -6.781 3.455 0.340
C 6.785 0.188 1.383
H -1.454 1.322 8.738
C -2.115 3.348 -3.048
H -6.487 5.549 0.431
H -5.336 1.888 0.952
C 1.297 0.016 3.244
H -0.480 -1.462 9.362
Br 1.904 5.358 2.936
H 1.878 1.142 -5.944
C 0.587 5.106 1.478
H 6.978 -0.655 0.720
O 6.584 0.620 -1.550
C -3.189 5.330 -3.845
H -0.845 -5.156 -1.155


Record 3
237
Properties=species:S:1:pos:R:3 method="wB97M-V/def2-TZVPD" energy_ha=-3912.08611 multiplicity=1 homo_energy_ev=-7.75 orbital_gap_ha=0.298 e_lumo_ev=0.358
H -7.694 2.433 -0.926
O 0.204 0.521 -0.190
H 3.474 -0.374 -3.699
H 0.796 -7.183 4.069
C 3.925 -0.146 -5.840
H 3.024 3.257 0.707
C -0.579 -0.975 1.376
C -6.559 4.316 1.059
C -2.199 -7.296 3.051
H -0.126 1.435 5.083
H 7.214 -0.876 -7.564
H -0.902 -3.212 1.347
H -5.537 5.826 -0.750
H 4.790 -4.731 3.495
N -3.816 -2.361 7.046
H -5.828 -3.711 9.483
H 4.608 5.679 0.086
O -3.729 -0.987 7.389
H -4.655 1.658 -3.210
N -4.784 4.192 -0.786
N -2.012 1.171 -3.998
H 5.231 6.770 -1.910
H 2.752 -6.269 5.573
N 6.376 1.073 -4.742
O 1.472 -5.480 -4.522
H 6.404 -1.503 -6.207
H 0.667 4.580 -1.549
H -1.176 -0.164 3.337
H -1.486 4.235 -1.395
C -3.185 -3.894 -1.718
H 0.828 -5.035 -1.039
H -7.490 4.038 -1.598
C 0.255 2.091 -4.095
C -4.370 1.854 -4.244
C -3.218 1.236 -6.281
H -5.289 1.375 -0.252
H -2.179 1.748 -2.226
H -0.805 2.486 -6.205
H 2.266 0.787 1.564
H -5.299 1.746 -4.805
H -0.201 0.349 -1.044
H 2.388 8.782 1.009
H -1.999 -1.683 -0.184
H -1.236 -2.754 7.009
H 2.075 -5.743 -5.221
C -3.579 -4.060 5.323
H 2.120 -5.389 4.020
C 3.562 7.838 -1.214
H -4.677 -1.493 4.728
C -3.102 -2.686 5.789
H -3.910 -0.763 -3.579
H -5.327 -2.094 9.649
H -3.393 -3.697 -0.667
H -4.575 -0.832 -5.221
H 0.498 1.903 -3.049
H 3.002 4.684 1.787
H -2.675 -2.427 9.485
H 1.463 -2.610 3.103
H -4.578 -0.690 7.052
C -2.980 2.926 0.270
H 5.608 -0.721 3.472
C -0.662 0.978 -4.658
H 1.956 9.814 -0.335
H 2.465 -2.407 -4.577
H 4.137 8.242 -0.381
H 2.967 -3.601 -3.228
H -1.591 2.068 8.398
C -0.410 -2.445 1.945
H -2.020 1.019 -7.949
C -1.938 -1.063 0.711
H 8.053 2.079 -6.781
C 1.856 -7.384 3.917
H -5.556 -4.721 7.290
H -2.930 -1.166 -5.054
C -3.246 0.909 -4.751
O 0.586 6.284 0.509
H -1.659 -4.143 -3.097
H 2.910 -0.095 -6.235
H -0.721 -6.819 1.428
C -5.365 2.180 0.480
H -6.289 -2.503 8.251
H 5.309 -1.434 -2.363
H 1.531 4.078 1.187
C -2.535 4.494 -1.541
H 3.929 -6.371 3.020
H 0.981 -3.929 2.395
H -2.847 3.948 -2.431
H 2.689 -0.746 2.432
H 2.403 -0.023 -1.343
H -2.805 2.319 -0.618
O 1.677 -5.415 -1.264
C 1.145 7.762 -2.160
C -0.512 0.113 2.518
H 0.183 1.116 -6.673
N 1.869 6.452 -0.017
H 5.055 -2.636 4.805
H 4.859 0.758 -1.747
H 1.502 6.994 -2.847
H -4.392 -5.522 8.331
C 0.030 -0.416 -4.398
H -0.146 3.136 5.485
H -1.350 -5.958 -2.005
O 7.624 1.416 -4.298
C -3.403 4.270 -0.293
H -2.001 3.077 0.725
H -0.721 1.107 2.122
O -2.714 -6.837 0.805
H 4.491 1.718 -6.629
H -1.085 -3.237 -1.746
O -2.069 0.873 -2.605
H -2.693 -1.313 1.456
H -4.592 -3.977 4.931
O -5.268 5.268 -1.483
H -1.734 -5.506 2.014
H -2.134 5.729 0.806
H -2.651 -5.432 6.886
C 2.661 -0.225 1.475
H -6.066 1.856 1.249
C -1.559 -2.634 5.975
H 4.901 0.431 -7.679
H -2.634 5.533 -1.856
H -1.207 -1.611 5.839
H -3.611 -3.040 -2.245
H 6.882 -0.930 -2.922
H -6.807 5.309 0.684
C 7.019 -0.657 -6.514
C -0.787 2.283 5.260
H 1.908 -1.706 -1.629
H -2.958 -4.371 4.483
O 5.324 -3.993 3.192
H 4.364 4.479 -1.150
H 5.840 -1.850 -3.985
H -3.352 -3.884 10.079
C -3.601 -1.666 4.726
C -4.501 -4.760 7.560
C 5.846 -1.059 -3.235
C -2.953 -3.433 9.171
H 7.962 -0.715 -5.970
C -3.583 -5.191 6.376
C 1.734 4.361 -1.509
C -5.923 3.474 -0.122
C -4.146 -3.315 8.148
H -2.268 1.101 6.492
H -1.135 -3.355 5.275
C 2.451 -1.041 -0.957
H -1.393 2.321 4.355
H 0.692 8.912 0.437
H 6.568 2.810 -6.884
H 3.498 -1.333 -0.887
H -7.444 3.811 1.446
C 4.856 0.691 -6.622
C 2.037 7.693 -0.829
C -1.725 2.046 6.510
H 1.154 8.741 -2.638
C -0.734 1.399 -6.155
C -3.160 5.369 0.722
H -2.292 -0.107 0.326
H -4.037 2.887 -4.339
C 2.570 4.230 0.895
H 7.440 2.273 -3.906
H -1.467 -7.176 3.850
C 1.738 8.855 0.137
H -0.799 -2.542 2.959
C -1.723 -4.081 -2.010
H 4.994 2.230 -2.684
H -1.866 -0.305 -6.865
H 6.919 1.586 -8.080
H 1.231 2.050 -4.578
H 0.092 7.559 -1.964
H -0.587 -1.235 -4.766
H -3.818 -4.729 -2.018
H 0.676 -3.819 -3.759
C 2.654 -3.432 -4.258
H -5.895 4.339 1.924
H 0.962 -0.530 -4.950
H 0.899 -3.808 -5.500
H 3.694 8.534 -2.043
C 2.624 -6.233 4.491
H 0.265 -0.603 -3.350
H -3.053 -0.734 4.865
H -3.560 5.096 1.698
H 3.421 -3.781 -4.950
C 1.838 -1.094 0.448
H 2.888 -2.801 1.014
H 6.414 1.445 -2.138
H -3.172 -6.989 3.436
C 4.054 0.291 -4.339
C -5.483 -2.863 8.892
H -3.377 -2.069 3.738
H -3.961 0.702 -6.873
C 4.973 -2.675 3.718
C 7.021 1.828 -7.022
C 3.986 5.430 -0.774
C -1.727 -6.567 1.765
C 5.922 -1.670 3.039
H -3.283 2.310 -6.453
H 3.512 1.205 -4.095
H 3.701 -0.247 1.147
O -0.943 2.059 7.690
C -4.006 2.379 1.266
C 1.838 -2.520 0.928
C 1.333 -4.154 -4.562
O -1.252 -5.237 -1.379
H 2.058 -7.398 2.846
C 2.497 5.155 -0.389
H 4.366 -1.140 -5.912
H -3.650 6.296 0.424
H -2.494 -6.294 0.045
C 4.165 6.581 -1.789
H 6.963 -1.933 3.225
H 3.892 -2.586 3.612
H -2.082 -4.040 8.925
H 2.252 -8.320 4.313
H -4.072 3.038 2.132
C -3.711 -0.537 -4.627
O 3.907 -6.356 3.980
H 0.497 0.043 2.925
C 0.996 -2.867 2.152
C 5.424 1.238 -2.546
C 5.472 0.382 -3.761
H 5.809 -1.691 1.955
H -3.942 -6.023 5.771
H 3.785 6.364 -2.787
H 1.461 -2.921 -0.012
H -2.323 -8.360 2.852
H -3.685 1.470 1.774
C -1.934 0.783 -6.888
H -0.226 3.064 -4.195
H -6.437 2.654 -2.008
C -6.949 3.179 -1.202
H 1.715 3.295 -1.281
H 0.803 6.050 1.414
H 2.163 4.457 -2.506
C 6.322 0.736 -6.220
N 0.425 -0.644 0.359
H -2.509 2.803 6.503
H 1.523 -5.875 -2.089


Record 4
6
Properties=species:S:1:pos:R:3 method="wB97M-V/def2-TZVPD" energy_ha=-641.82228 multiplicity=3 homo_energy_ev="-8.33 / -10.97" orbital_gap_ha="0.278 / 0.266" e_lumo_ev="-0.771 / -3.732" s2=2.025
S -1.977 -1.361 0.322
O -2.000 2.092 -0.834
O -1.090 1.348 0.932
N -1.730 1.254 -0.045
H -3.137 0.037 -1.880
C -2.303 -0.011 -0.365